# 1
This record from the OMol25 dataset describes an isolated molecule of C20H23N3O3. The level of theory is the ωB97M-V functional and the def2-TZVPD basis.

XYZ file:
```
49
C20H23N3O3 the ωB97M-V functional and the def2-TZVPD basis
H -0.07412 -3.19822 0.12067
N 0.58546 -2.61045 -0.37267
C 0.12450 -1.47655 -0.71138
N -1.12773 -0.91312 -0.49407
C -2.18813 -1.54099 0.25032
C -3.01112 -2.45265 -0.61572
C -3.29359 -3.70542 -0.31601
C -1.17528 0.32443 -1.09625
C -2.19428 1.24802 -1.20815
C -1.92459 2.42441 -1.89659
C -0.67647 2.66321 -2.44707
C 0.35012 1.73409 -2.34433
C 0.08916 0.55933 -1.66972
N 0.86212 -0.55342 -1.42126
C 2.22500 -0.76920 -1.81816
C 3.15770 -1.05297 -0.62440
O 4.40030 -1.54350 -1.06589
C 3.38781 0.19689 0.25480
O 2.24621 0.96975 0.52311
C 1.31360 0.53349 1.41824
C 1.36030 -0.65304 2.12610
C 0.33246 -0.99301 2.99602
C -0.74361 -0.14917 3.16062
C -0.79466 1.05648 2.47265
C 0.22485 1.41477 1.60838
O 0.28673 2.58064 0.90634
C -0.71692 3.53933 1.12023
H -2.81963 -0.74748 0.66409
H -1.75188 -2.09474 1.08827
H -3.35774 -2.00881 -1.53969
H -3.88668 -4.32745 -0.96382
H -2.94908 -4.16086 0.59841
H -3.16984 1.06731 -0.78168
H -2.70394 3.16487 -2.00068
H -0.49652 3.58989 -2.97079
H 1.31647 1.93737 -2.77749
H 2.27574 -1.64697 -2.47423
H 2.56442 0.11435 -2.36410
H 2.70649 -1.87129 -0.05682
H 4.81495 -0.88673 -1.63896
H 4.04890 0.88314 -0.28970
H 3.89725 -0.10253 1.18018
H 2.18970 -1.32996 2.00697
H 0.38553 -1.92572 3.53654
H -1.55005 -0.41295 3.82843
H -1.63780 1.71203 2.62250
H -1.70224 3.16564 0.82461
H -0.45356 4.38375 0.48580
H -0.74632 3.86401 2.16634
```

Properties
HOMO   -7.39 eV
ΔE to the lowest compared entry with this formula, charge and spin   66.3 kcal/mol
LUMO   0.7 eV
Frontier orbital gap   8.1 eV

Results of the natural (NBO) charge analysis, in e, for atoms 1 through 2: 0.353 -0.811

=====

# 2
This record from the OMol25 dataset describes C30H42EuN2S3Sb as an isolated structure. The level of theory is the ωB97M-V functional and the def2-TZVPD basis.

XYZ file:
```
79
C30H42EuN2S3Sb the ωB97M-V functional and the def2-TZVPD basis
Eu 1.44810 0.88547 1.39656
C 2.23434 -2.69862 0.39395
C 2.44805 -1.77777 1.57062
C 1.50372 -1.76004 2.62012
C 0.37725 -2.76517 2.60630
C 1.66274 -0.86496 3.69194
C 0.65617 -0.80714 4.81354
C 2.80660 -0.04589 3.75703
C 3.06467 0.79321 4.98404
C 3.76034 -0.08399 2.73007
C 5.00448 0.75937 2.83639
C 3.59048 -0.96538 1.64418
C 4.68559 -1.07018 0.61241
H 2.71666 -3.66739 0.55111
H 2.64135 -2.27755 -0.52262
H 1.17608 -2.88324 0.22303
H -0.45574 -2.44700 1.97406
H -0.01123 -2.94603 3.60424
H 0.72337 -3.72187 2.21816
H 0.98418 -1.41724 5.65989
H -0.32162 -1.17171 4.51264
H 0.52525 0.21029 5.17546
H 2.68187 1.81047 4.87833
H 4.13141 0.86301 5.18307
H 2.60016 0.35109 5.86236
H 5.75521 0.24134 3.44257
H 4.79517 1.71939 3.30051
H 5.43566 0.97556 1.86539
H 5.65892 -1.07391 1.09989
H 4.69453 -0.22111 -0.07703
H 4.61056 -1.98264 0.02895
C -5.53916 -0.70943 -0.77765
C -5.09661 0.43661 0.14261
C -5.29251 1.77957 -0.57644
C -5.95676 0.42218 1.40466
C -3.61497 0.27099 0.46446
C -3.12500 0.14397 1.75523
C -1.76039 0.04715 1.95698
N -0.86874 0.05710 0.96660
C -1.32453 0.16153 -0.29202
C -2.67087 0.26566 -0.56690
C -0.28160 0.20700 -1.37066
C -0.61682 0.24300 -2.71540
C 0.37425 0.31276 -3.68950
C 1.69326 0.35235 -3.23914
C 1.94905 0.31551 -1.88882
N 0.98744 0.24460 -0.96031
C 0.07155 0.34635 -5.18441
C 0.67195 1.62734 -5.78143
C 0.72242 -0.87882 -5.84274
C -1.42963 0.32290 -5.46350
H -6.59968 -0.60057 -1.01221
H -5.39684 -1.68154 -0.30082
H -4.99255 -0.71087 -1.72303
H -6.34978 1.91610 -0.81136
H -4.73899 1.82767 -1.51640
H -4.97334 2.61620 0.04833
H -7.00382 0.54766 1.12666
H -5.69963 1.23664 2.08547
H -5.87435 -0.52236 1.94747
H -3.77852 0.14277 2.61517
H -1.36267 -0.00679 2.96042
H -3.00772 0.37416 -1.58689
H -1.65264 0.21480 -3.01142
H 2.52405 0.42497 -3.92799
H 2.96627 0.37586 -1.52610
H 1.75467 1.67028 -5.65318
H 0.24105 2.52045 -5.32445
H 0.46592 1.66149 -6.85264
H 1.80579 -0.88258 -5.71059
H 0.51910 -0.86776 -6.91509
H 0.32590 -1.80992 -5.43220
H -1.94156 1.18620 -5.03080
H -1.90360 -0.58841 -5.08972
H -1.59708 0.35445 -6.54081
S 3.34050 2.54698 0.42982
Sb 2.13868 4.44751 1.15647
S -0.02536 3.25751 1.36108
S 0.33956 2.42041 3.25604
```

Properties
HOMO (alpha / beta)   -9.19 / -10.35 eV
ΔE to the lowest compared entry with this formula, charge and spin   0.0 kcal/mol
LUMO (alpha / beta)   -3.4 / -3.0 eV
Net charge   +1
Spin multiplicity   8
Frontier orbital gap (alpha / beta)   5.8 / 7.3 eV

Results of the Löwdin charge analysis, in e, for atoms 1 through 2: 1.349 -0.036

=====

# 3
This record from the OMol25 dataset describes an isolated molecule of C3H5B. The level of theory is the ωB97M-V functional and the def2-TZVPD basis.

XYZ file:
```
9
C3H5B the ωB97M-V functional and the def2-TZVPD basis
B 1.32600 0.88632 0.38965
C 0.10937 0.97396 -0.68767
C 0.50419 -0.66023 0.84183
C -0.66193 -0.32449 -0.06096
H -0.42861 1.81183 -0.44759
H 0.44595 0.81105 -1.69288
H 1.08391 -1.40251 0.41210
H 0.06616 -0.90732 1.89866
H -1.64682 -0.10716 0.38430
```

Properties
HOMO (alpha / beta)   -8.39 / -8.37 eV
ΔE to the lowest compared entry with this formula, charge and spin   89.9 kcal/mol
LUMO (alpha / beta)   -0.6 / 0.1 eV
Frontier orbital gap (alpha / beta)   7.8 / 8.5 eV

Results of the natural (NBO) charge analysis, in e, for atoms 1 through 2: 0.611 -0.879

=====

# 4
This record from the OMol25 dataset describes a 2-piece molecular cluster, C3H6ClOP overall. The level of theory is the ωB97M-V functional and the def2-TZVPD basis.

XYZ file:
```
12
C3H6ClOP the ωB97M-V functional and the def2-TZVPD basis
C 0.30269 -0.36570 -0.32597
C 1.57162 -0.96246 0.08513
C 0.01296 0.95870 0.27223
O -2.90943 0.67717 -0.99713
P -0.79175 -1.26495 -1.18494
Cl -3.88521 0.33191 0.29439
H 1.50856 -2.09499 -0.02529
H 2.47952 -0.53435 -0.54035
H 1.78580 -0.69611 1.25284
H -1.06893 1.20031 0.30979
H 0.48810 1.77877 -0.37936
H 0.50607 0.97171 1.23867
```

Properties
HOMO (alpha / beta)   -9.48 / -8.22 eV
ΔE to the lowest compared entry with this formula, charge and spin   137.4 kcal/mol
LUMO (alpha / beta)   -1.2 / -2.0 eV
Frontier orbital gap (alpha / beta)   8.3 / 6.2 eV

Results of the natural (NBO) charge analysis, in e, for atoms 1 through 2: -0.439 -0.663

=====

# 5
This record from the OMol25 dataset describes C28H77MgN10O16 as an isolated structure. The level of theory is the ωB97M-V functional and the def2-TZVPD basis.

XYZ file:
```
132
C28H77MgN10O16 the ωB97M-V functional and the def2-TZVPD basis
Mg 3.02400 1.56129 1.82433
N 0.21940 0.92258 0.32057
O 0.09248 0.12385 -0.62403
O 1.37754 1.16404 0.77805
O -0.74725 1.54308 0.81642
N 1.65794 3.13169 3.51560
O 2.30758 3.63054 2.55676
O 0.90139 3.76161 4.23564
O 1.79439 1.88176 3.58970
N 4.09002 2.70508 -0.80676
O 2.97897 3.09225 -1.19064
O 4.15635 2.07685 0.32097
O 5.12398 2.84495 -1.45386
C -3.65725 2.87834 1.73628
C -3.05786 3.60041 2.95735
C -2.97090 2.54324 4.08211
O -2.72923 3.16067 5.33806
C -2.24259 2.24794 6.31134
N -1.74714 4.13343 2.58456
H -3.18919 1.89075 1.72556
H -3.47429 3.41542 0.80976
H -4.72731 2.72144 1.89227
H -3.58943 4.45714 3.38339
H -2.16747 1.84374 3.82598
H -3.93084 2.01710 4.17541
H -1.28021 1.81824 6.02977
H -3.02136 1.49618 6.47374
H -2.13075 2.85533 7.20812
H -1.18147 4.21455 3.42817
H -1.30603 3.38960 2.04133
C 4.65529 -2.23101 -1.99899
C 3.21849 -2.48480 -1.54277
C 2.92515 -3.69840 -0.66109
O 1.59190 -3.66404 -0.15466
C 0.70475 -4.35849 -1.01118
N 2.82989 -1.24868 -0.82360
H 5.10525 -3.11577 -2.47617
H 5.29189 -1.82852 -1.21261
H 4.79504 -1.58603 -2.87298
H 2.61127 -2.58742 -2.45505
H 3.55717 -3.53670 0.21816
H 3.27863 -4.59059 -1.17741
H -0.16268 -4.62960 -0.40043
H 1.09937 -5.32014 -1.35461
H 0.37197 -3.76389 -1.86750
H 1.86297 -1.47834 -0.57098
H 2.58899 -0.44150 -1.39739
C 4.74143 -1.98075 3.19585
C 4.24452 -0.55283 3.03693
C 5.27754 0.52201 2.80973
O 4.53285 1.77008 2.94917
C 5.41525 2.79603 3.38375
N 3.31010 -0.46125 1.90925
H 3.90847 -2.62100 3.51725
H 5.52052 -2.16541 3.93728
H 4.93730 -2.50143 2.25169
H 3.66479 -0.34627 3.94097
H 5.70069 0.42251 1.80791
H 6.02327 0.46092 3.60333
H 5.57446 2.70560 4.46337
H 4.99762 3.77090 3.15275
H 6.41065 2.67815 2.95192
H 3.72015 -0.82931 1.04945
H 2.50299 -1.07681 2.05681
C -4.51114 -0.70117 -1.96639
C -3.86602 -0.05324 -0.73269
C -3.24915 -1.12152 0.17364
O -4.15696 -2.01921 0.80755
C -5.17935 -1.37160 1.54098
N -2.81704 0.83600 -1.26054
H -3.72266 -1.38683 -2.30254
H -4.78437 -0.08827 -2.82321
H -5.36376 -1.38018 -1.85428
H -4.61342 0.50449 -0.17114
H -2.49915 -0.73089 0.88047
H -2.57846 -1.81737 -0.35360
H -5.86717 -0.81961 0.89320
H -4.83163 -0.71090 2.33649
H -5.84029 -2.14031 1.94546
H -2.25350 0.97656 -0.41476
H -2.14214 0.28904 -1.79215
C -3.26561 -1.11542 -5.32192
C -1.78282 -1.47456 -5.38345
C -1.06812 -1.64279 -4.02634
O 0.30844 -1.77319 -4.33882
C 1.17125 -0.69617 -4.01666
N -1.74792 -2.74276 -6.14973
H -3.78505 -1.31215 -6.26281
H -3.50325 -0.09933 -5.00448
H -3.79229 -1.80937 -4.65870
H -1.24555 -0.72323 -5.97520
H -1.47742 -2.52095 -3.52457
H -1.20946 -0.73544 -3.43501
H 1.13095 -0.32539 -2.98417
H 1.03218 0.12816 -4.71432
H 2.18717 -1.09332 -3.96303
H -2.18963 -2.55218 -7.04478
H -0.77965 -2.90007 -6.43477
C 0.08934 5.33549 -3.62221
C -0.50782 3.97901 -3.25080
C 0.31640 2.88036 -3.92791
O 0.35648 2.99307 -5.35181
C -0.76785 2.50121 -6.02446
N -0.43152 3.83965 -1.80298
H -0.23791 6.11458 -2.93641
H -0.26618 5.56552 -4.63415
H 1.17107 5.36315 -3.76562
H -1.53303 3.96101 -3.62350
H -0.13031 1.93926 -3.57933
H 1.36086 2.91403 -3.61888
H -1.53249 3.28045 -6.14093
H -1.28842 1.61210 -5.65192
H -0.44361 2.24832 -7.03839
H 0.53503 3.82582 -1.46659
H -0.68242 2.89892 -1.48527
C 0.39773 -2.51492 4.43438
C 0.10264 -3.00061 3.03008
C -1.35400 -3.17440 2.64781
O -1.87579 -4.31559 3.31791
C -3.03836 -4.75681 2.66551
N 0.79652 -2.07535 2.08285
H 1.48604 -2.57039 4.56041
H 0.03502 -3.18309 5.21764
H 0.19522 -1.45392 4.58044
H 0.63027 -3.92716 2.77844
H -1.37062 -3.35510 1.56327
H -1.89939 -2.22670 2.74164
H -3.68149 -5.30145 3.36717
H -2.86142 -5.42270 1.81470
H -3.72099 -3.95991 2.34990
H 0.11818 -1.39776 1.72031
H 0.94434 -2.64323 1.23682
```

Properties
HOMO   -6.07 eV
ΔE to the lowest compared entry with this formula, charge and spin   0.0 kcal/mol
LUMO   2.1 eV
Net charge   -1
Frontier orbital gap   8.2 eV

Results of the Löwdin charge analysis, in e, for atoms 1 through 2: 0.570 -0.496

=====

# 6
This record from the OMol25 dataset describes C2F6KNO4S2 as an isolated structure. The level of theory is the ωB97M-V functional and the def2-TZVPD basis.

XYZ file:
```
16
C2F6KNO4S2 the ωB97M-V functional and the def2-TZVPD basis
K 0.45597 0.24407 3.36771
C 2.08522 -1.08969 -1.25150
F 1.70163 -0.22697 -2.18899
F 2.40250 -2.25849 -1.80599
F 3.11785 -0.58855 -0.55624
S 0.68201 -1.43097 0.00185
O -0.26558 -2.24222 -0.71667
O 1.29712 -2.02679 1.16074
N 0.22925 0.19969 0.42151
S -1.27449 0.26130 0.00171
O -1.50720 0.10904 -1.42510
O -2.09239 -0.47560 0.94695
C -1.65640 2.07113 0.42727
F -2.94559 2.30929 0.29386
F -1.25692 2.26586 1.69842
F -0.97297 2.87892 -0.37552
```

Properties
HOMO   -9.68 eV
ΔE to the lowest compared entry with this formula, charge and spin   11.8 kcal/mol
LUMO   -1.2 eV
Frontier orbital gap   8.5 eV

Results of the natural (NBO) charge analysis, in e, for atoms 1 through 2: 0.988 0.765